{
  "formula": "C6H8O6Rh",
  "method": "the ωB97M-V functional and the def2-TZVPD basis",
  "species": ["O", "C", "O", "O", "C", "C", "C", "C", "Rh", "H", "H", "H", "H", "H", "H", "O", "C", "O", "H", "O", "H"],
  "coordinates": [[-1.375, 3.674, 0.639], [-0.923, 2.529, 0.796], [-1.412, 1.646, -0.063], [-0.179, 2.235, 1.796], [0.380, 0.902, 1.997], [1.142, 0.416, 0.807], [1.176, -0.881, 0.482], [1.638, -1.378, -0.851], [-2.935, 3.019, -0.374], [-0.439, 0.229, 2.279], [1.041, 1.049, 2.858], [1.805, 1.126, 0.302], [0.741, -1.631, 1.151], [2.515, -2.020, -0.695], [1.922, -0.563, -1.528], [0.746, -2.233, -1.578], [-0.511, -2.022, -1.884], [-0.927, -0.892, -2.083], [-2.197, -2.884, -1.977], [-1.308, -3.039, -1.619], [-0.899, 0.718, -0.456]],
  "forces_ev_per_angstrom": [[0.2495, 0.5957, 0.4263], [2.6069, -0.4540, 2.7343], [1.7524, -4.3862, -1.8711], [-0.2624, 0.4190, -1.3427], [0.2149, -0.5361, 0.5595], [0.5172, 0.8039, 0.1243], [-1.3914, -1.4302, -0.8150], [0.6802, 0.7111, -0.2231], [-3.4017, 1.5041, -1.8087], [0.1701, 0.1787, 0.0447], [-0.0519, -0.0505, -0.0163], [-0.3610, 0.0561, -0.2111], [-0.1207, 0.1337, -0.1683], [0.2422, -0.1436, -0.1834], [0.2586, -0.1797, 0.0575], [0.3333, -0.3332, 0.1607], [-1.5821, -1.4327, 2.7817], [0.2155, 1.1338, -0.4626], [-0.4310, -0.2339, -0.1339], [1.5767, 0.7781, -1.1668], [-1.2153, 2.8658, 1.5141]],
  "charge": 3,
  "relative_energy_kj_mol": 62.9,
  "total_energy_ha": -793.9410,
  "spin_multiplicity": 5,
  "max_force_ev_per_a": 5.08
}

{
  "formula": "C30H37BrN3O4Ti",
  "method": "the ωB97M-V functional and the def2-TZVPD basis",
  "species": ["Ti", "Br", "C", "C", "C", "C", "C", "N", "C", "O", "O", "H", "H", "H", "C", "O", "C", "C", "O", "C", "H", "H", "H", "H", "H", "H", "H", "H", "H", "H", "C", "C", "C", "C", "C", "C", "C", "C", "N", "C", "C", "C", "C", "N", "C", "C", "C", "C", "C", "C", "C", "C", "H", "H", "H", "H", "H", "H", "H", "H", "H", "H", "H", "H", "H", "H", "H", "H", "H", "H", "H", "H", "H", "H", "H", "H"],
  "coordinates": [[-0.139, -0.098, 0.422], [-0.186, -3.348, -1.339], [-0.516, -3.157, 0.516], [-0.687, -4.284, 1.280], [-1.126, -4.146, 2.593], [-1.477, -2.883, 3.031], [-1.251, -1.796, 2.217], [-0.674, -1.896, 0.975], [-1.665, -0.404, 2.590], [-2.315, -0.186, 3.579], [-1.241, 0.492, 1.736], [-0.509, -5.262, 0.858], [-1.240, -5.015, 3.225], [-1.936, -2.709, 3.995], [1.633, 2.591, 0.510], [1.572, 1.292, 1.109], [2.679, 1.148, 2.024], [2.534, -0.012, 3.008], [1.251, -0.082, 3.566], [1.083, 0.859, 4.628], [2.624, 2.763, 0.086], [0.896, 2.635, -0.287], [1.420, 3.357, 1.258], [2.789, 2.085, 2.576], [3.583, 0.997, 1.427], [3.281, 0.124, 3.796], [2.728, -0.968, 2.523], [1.748, 0.604, 5.457], [0.052, 0.801, 4.957], [1.293, 1.878, 4.290], [-3.639, -2.014, -0.685], [-3.916, -0.564, -0.377], [-5.177, -0.176, 0.065], [-5.448, 1.140, 0.384], [-4.458, 2.101, 0.249], [-3.189, 1.754, -0.185], [-2.123, 2.803, -0.351], [-2.919, 0.407, -0.489], [-1.586, 0.071, -0.888], [-1.238, -0.047, -2.167], [-2.229, -0.041, -3.288], [0.157, -0.159, -2.399], [0.675, -0.457, -3.772], [0.931, -0.082, -1.300], [2.334, 0.151, -1.457], [3.296, -0.710, -0.884], [2.922, -1.987, -0.182], [4.647, -0.420, -1.017], [5.077, 0.698, -1.710], [4.139, 1.547, -2.259], [2.774, 1.302, -2.139], [1.837, 2.331, -2.723], [-4.554, -2.517, -0.992], [-3.266, -2.522, 0.209], [-2.899, -2.130, -1.474], [-5.953, -0.926, 0.162], [-6.433, 1.420, 0.733], [-4.668, 3.136, 0.489], [-2.460, 3.757, 0.049], [-1.867, 2.942, -1.405], [-1.227, 2.505, 0.188], [-3.225, 0.178, -2.912], [-2.248, -1.014, -3.787], [-1.964, 0.701, -4.042], [0.219, -1.383, -4.131], [1.754, -0.591, -3.760], [0.423, 0.329, -4.485], [2.036, -1.862, 0.435], [3.742, -2.330, 0.448], [2.720, -2.771, -0.911], [5.368, -1.099, -0.578], [6.134, 0.900, -1.821], [4.467, 2.432, -2.793], [2.147, 3.331, -2.418], [0.803, 2.184, -2.420], [1.881, 2.302, -3.814]],
  "forces_ev_per_angstrom": [[3.1258, 1.9906, -0.9156], [0.1248, -0.1069, 0.2439], [0.0836, 0.7208, -0.5711], [-0.0908, -0.3133, 0.3929], [0.0492, 0.0934, -0.3313], [-0.1059, 0.1412, 0.2824], [0.3020, -0.3825, -0.5141], [-1.1316, -2.9216, 1.4955], [-0.2748, 0.3825, 1.0130], [0.1044, -0.1875, -0.1125], [-1.2347, 0.7697, 1.9068], [0.0313, 0.0495, -0.0893], [-0.0454, -0.0078, 0.0005], [0.0343, 0.0368, 0.0031], [0.0043, 0.1157, -0.0844], [-0.0058, -0.3164, 0.5095], [0.2807, -0.0864, 0.1180], [-0.2000, 0.1193, -0.4390], [-0.2762, 0.0248, 0.2026], [-0.0896, -0.1273, -0.1734], [-0.0329, -0.0508, 0.0106], [-0.0143, -0.0122, 0.0627], [-0.0699, -0.0571, 0.0265], [-0.1226, 0.0408, -0.0721], [0.0607, 0.0534, 0.0173], [0.1820, -0.0144, -0.0997], [-0.0382, -0.0461, -0.0924], [0.0218, 0.0299, 0.0084], [-0.0975, -0.0169, -0.0119], [-0.0371, 0.0073, 0.0357], [-0.0510, 0.1320, 0.0652], [0.3033, -0.0702, 0.0136], [-0.0484, -0.0152, 0.0147], [-0.0668, 0.0009, 0.0039], [0.0414, -0.0136, 0.0235], [0.0870, -0.1843, -0.2106], [-0.2312, -0.1459, -0.0287], [-0.5396, 0.3214, -0.0781], [-0.6404, 0.2027, -1.0749], [-0.2913, 0.0054, -0.0348], [0.0736, -0.0051, 0.0528], [0.2693, -0.2308, -0.0933], [0.0190, 0.0286, 0.1419], [0.4815, -0.0655, -1.1550], [0.5273, 0.0854, -0.1401], [-0.3312, 0.0067, -0.1003], [0.0905, 0.1547, -0.1165], [-0.0035, 0.0140, 0.0015], [0.0373, -0.0333, 0.0006], [0.0768, 0.0389, -0.0296], [-0.1722, -0.0184, 0.1329], [0.0739, -0.1081, -0.0994], [0.0054, -0.0250, 0.0046], [-0.0094, -0.0782, -0.0508], [-0.0068, -0.0470, 0.0094], [0.0056, -0.0035, -0.0142], [0.0026, 0.0069, -0.0075], [-0.0067, -0.0073, 0.0011], [0.0304, 0.0129, -0.0143], [0.0619, 0.0078, 0.0148], [0.1262, 0.1025, 0.0712], [-0.0223, -0.0091, -0.0565], [-0.0153, -0.0022, -0.0027], [0.0113, -0.0041, -0.0042], [-0.0132, 0.0327, -0.0550], [0.0071, 0.0198, -0.0557], [0.0041, 0.0034, -0.0286], [-0.1483, -0.1194, 0.1135], [-0.0324, 0.0223, 0.0381], [-0.1142, -0.0815, 0.0163], [0.0042, 0.0158, -0.0156], [-0.0056, 0.0228, 0.0174], [-0.0404, 0.0148, -0.0017], [-0.0049, 0.0136, -0.0253], [-0.0083, 0.0489, -0.0529], [-0.0738, 0.0242, -0.0134]],
  "charge": 1,
  "relative_energy_kj_mol": 205.4,
  "total_energy_ha": -5053.9516,
  "spin_multiplicity": 3,
  "max_force_ev_per_a": 3.82
}